[1]
The following is a DFT calculation (ωB97M-V/def2-TZVPD) of a structure of composition C3H4BrClO3S.

Summary:
spin multiplicity	1
Kohn-Sham gap	10.19	eV

Positions of all 13 atoms, in Å:
O 1.60790 -1.52197 1.07222
H 2.60085 1.41309 -0.64057
O 1.19491 -1.38916 -1.40351
O 4.21895 -0.17173 1.55635
H -0.53166 0.57790 0.67367
H -0.97939 -0.13818 -0.78231
C -0.60581 -0.40689 0.26224
H -1.17024 -1.15333 0.78071
S 1.13544 -0.77585 -0.09603
C 3.77139 -0.29835 0.48001
C 2.13601 0.75398 0.03439
Br 1.57577 1.48856 1.65284
Cl 4.30058 -1.27406 -0.78744

Results of the Mulliken charge analysis, in e, for atoms 1 through 2: O -0.59; H 0.55

[2]
The following is a DFT calculation (ωB97M-V/def2-TZVPD) of an isolated molecule of C3H4BrN.

Summary:
ΔE to the lowest compared entry with this formula, charge and spin	2.163	eV
spin multiplicity	1
Kohn-Sham gap	10.21	eV

Positions of all 9 atoms, in Å:
H 1.18841 -1.14344 -0.80484
N 1.04715 0.83412 -0.23238
C -0.84115 -0.47239 -0.13541
C -2.00627 -0.11505 -0.08358
H 2.06840 0.88256 -0.36359
Br -3.74892 0.22116 0.06815
C 0.66418 -0.52112 -0.08612
H 0.87133 -0.90957 0.93916
H 0.75688 1.22372 0.69861

Results of the Mulliken charge analysis, in e, for atoms 1 through 2: H 0.36; N -0.59

[3]
The following is a DFT calculation (ωB97M-V/def2-TZVPD) of an isolated molecule of C3H4BrNO.

Summary:
ΔE to the lowest compared entry with this formula, charge and spin	3.252	eV
spin multiplicity	1
Kohn-Sham gap	9.53	eV

Positions of all 10 atoms, in Å:
Br 1.10847 3.05236 -0.67501
H 1.10895 -1.40597 -0.70480
C -0.94035 -0.40696 0.00690
H 0.29702 -1.77528 1.02307
C 0.56590 -0.88641 0.22785
O 1.29057 0.17536 0.66619
H -1.44451 -1.03981 -0.71640
N -0.81172 0.99169 -0.46283
H -1.45923 -0.28973 0.96632
C 0.28490 1.58475 -0.33128

Results of the Mulliken charge analysis, in e, for atoms 1 through 2: Br 0.04; H 0.25

[4]
The following is a DFT calculation (ωB97M-V/def2-TZVPD) of an isolated molecule of C3H4BrNO.

Summary:
ΔE to the lowest compared entry with this formula, charge and spin	4.486	eV
spin multiplicity	1
Kohn-Sham gap (spin up / spin down)	7.54 / 7.76	eV

Positions of all 10 atoms, in Å:
C 0.81778 -0.61526 -0.58511
H 0.92725 2.58958 0.05202
C 0.71860 1.54738 0.24698
H -1.71894 -2.10070 0.69946
O -0.06532 -1.36318 -0.04800
C -1.26847 -1.16916 0.38523
H 1.63243 -1.21328 -1.20751
N 0.84660 0.78211 -0.76415
H 0.34699 1.17056 1.30101
Br -2.23691 0.37195 -0.07992

Results of the Mulliken charge analysis, in e, for atoms 1 through 2: C 0.15; H 0.28

F_max: 4.573, 2.470, 7.879, 4.517 (eV Å⁻¹)